Entry P
C4H11O4 | wB97M-V/def2-TZVPD

Last column: natural (NBO) charge in e.
Atoms and positions in Å:
C (-0.78479, 1.69289, -0.96086)  0.020
O (-0.37911, 2.95073, -0.77718)  -0.940
C (0.10318, 0.63797, -0.04815)  -0.481
C (-0.32182, -0.83960, -0.00908)  -0.510
C (0.87385, -1.63286, 0.58301)  0.463
O (0.70368, -2.26992, 1.59639)  -0.581
H (-1.85040, 1.54043, -0.84936)  0.101
H (-0.42914, 1.25214, -1.92662)  0.062
H (1.13085, 0.80961, -0.33942)  0.212
H (-0.12607, 1.12824, 0.89428)  0.199
H (-0.28493, -1.20059, -1.05875)  0.192
H (-1.21342, -1.18245, 0.49861)  0.204
H (1.82196, -1.49147, 0.03226)  0.109
H (1.72751, 3.36030, 0.53807)  0.460
H (1.40560, 3.08298, -0.82710)  0.507
O (2.22316, 3.24442, -0.26585)  -1.017
H (-2.47818, -3.22870, -0.52343)  0.470
H (-1.55062, -3.45606, 0.68416)  0.484
O (-2.23907, -3.88874, 0.15240)  -0.953

Properties
LUMO (eV): 3.37
Orbital gap (eV): 6.68
Total charge: -1

=====

Entry Q
C4H11O4 | wB97M-V/def2-TZVPD

Last column: natural (NBO) charge in e.
Atoms and positions in Å:
C (0.50471, -0.46956, 1.66145)  -0.015
O (0.27295, 0.78254, 1.15339)  -0.967
C (-0.11642, -1.57389, 0.75932)  -0.434
C (0.40328, -1.35264, -0.63851)  -0.538
C (-0.13602, -2.36162, -1.61067)  0.469
O (-0.21408, -2.27880, -2.81522)  -0.563
H (1.59658, -0.72120, 1.70912)  0.077
H (0.13802, -0.52843, 2.70406)  0.115
H (0.21317, -2.52686, 1.15713)  0.173
H (-1.19305, -1.44537, 0.89592)  0.194
H (1.47812, -1.44510, -0.69095)  0.225
H (0.16848, -0.34906, -0.94955)  0.266
H (-0.50818, -3.30891, -1.15639)  0.075
H (1.70333, 2.44721, 2.48882)  0.447
H (0.35646, 1.91837, 2.28811)  0.510
O (0.81848, 2.68737, 2.79493)  -1.035
H (-1.21756, 3.28863, -1.04426)  0.484
H (-1.80395, 2.29226, -1.99116)  0.469
O (-1.55128, 3.22125, -1.95036)  -0.954

Properties
LUMO (eV): 3.57
Orbital gap (eV): 7.27
Total charge: -1

=====

In terms of stability, entry Q leads; the second structure lies 63.2 kJ/mol higher.

=====

Entry P
C5H8S | wB97M-V/def2-TZVPD

Last column: natural (NBO) charge in e.
Atoms and positions in Å:
C (-1.20167, 1.62783, 0.29514)  -0.596
C (-1.15539, 0.16620, 0.84827)  -0.478
C (-0.40506, -0.66605, -0.05316)  0.028
C (0.63254, -1.15181, -0.57280)  -0.091
C (2.09395, -1.02433, -0.57904)  -0.656
S (-0.65584, -2.15428, -1.28369)  -0.032
H (-0.27708, 1.81909, -0.27606)  0.217
H (-1.33094, 2.37870, 1.12340)  0.212
H (-2.21122, 1.81203, -0.26502)  0.218
H (-2.17062, -0.22609, 0.93784)  0.242
H (-0.61756, 0.23388, 1.76928)  0.231
H (2.59805, -1.69763, -1.33879)  0.238
H (2.44008, -1.14219, 0.39201)  0.233
H (2.26077, 0.02463, -0.99738)  0.235

Properties
LUMO (eV): 0.83
SMILES string: CCC1=C(C)S1
Orbital gap (eV): 8.14

=====

Entry Q
C5H8S | wB97M-V/def2-TZVPD

Last column: natural (NBO) charge in e.
Atoms and positions in Å:
C (-0.93739, 0.80517, 0.70000)  -0.473
S (0.77425, 0.36554, 1.33823)  0.100
C (1.24911, -0.67067, -0.17292)  -0.468
C (0.21208, -0.14965, -1.13048)  -0.260
C (-1.06361, -0.50385, -1.85138)  -0.354
C (-1.07503, -0.25288, -0.36192)  -0.260
H (-0.96069, 1.79765, 0.31119)  0.210
H (-1.65421, 0.71150, 1.49838)  0.222
H (1.15405, -1.71965, 0.04063)  0.213
H (2.28105, -0.39883, -0.43547)  0.225
H (0.40987, 0.89099, -1.33067)  0.199
H (-1.45263, 0.24321, -2.58707)  0.225
H (-1.33805, -1.53508, -2.13013)  0.224
H (-1.13841, -1.20719, 0.12167)  0.196

Properties
LUMO (eV): 1.08
SMILES string: C1SC[C@H]2C[C@H]12
Orbital gap (eV): 9.67

=====

In terms of stability, entry Q leads; the second structure lies 24.2 kJ/mol higher.